1.
Here is a structure of composition C30H32IrN5OSSb from the Open Molecules 2025 dataset. Energies are from ωB97M-V/def2-TZVPD.

Properties
Calculated total energy: -61299.9268 eV
<S²>: 0.752
LUMO level (alpha / beta): -11.62 / -14.77 eV
Highest occupied orbital energy (alpha / beta): -20.408 / -20.407 eV
HOMO-LUMO gap (alpha / beta): 0.323 / 0.207 hartree

Structure (ORCA input):
```
! wB97M-V def2-TZVPD RIJCOSX def2/J DEFGRID3
* xyz 4 2
Ir -0.2629 0.1728 0.1707
C -2.3887 -2.6030 -1.0176
C -3.0566 -1.5453 -0.1870
C -4.4178 -1.7824 0.0608
C -5.2047 -0.9237 0.7864
C -4.5961 0.2268 1.2717
C -3.2599 0.4033 1.0057
N -2.4431 -0.4266 0.3080
Sb -2.3916 2.1739 1.7103
C -0.7848 1.5829 2.9057
C -0.6954 2.1066 4.1700
C 0.3700 1.7007 4.9711
C 1.2313 0.7785 4.4362
C 1.0739 0.2699 3.1381
C 2.0803 -0.7770 2.7686
N 0.0619 0.6884 2.3346
C -1.4546 3.0568 0.0676
C -1.7743 4.3542 -0.2393
C -1.0653 4.9716 -1.2684
C -0.0979 4.2257 -1.8891
C 0.1749 2.8950 -1.5317
C 1.2759 2.2657 -2.3318
N -0.5158 2.2856 -0.5344
H -3.1409 -3.3240 -1.3230
H -1.6398 -3.1576 -0.4573
H -1.9571 -2.2020 -1.9291
H -4.8523 -2.6835 -0.3478
H -6.2530 -1.1288 0.9633
H -5.1556 0.9582 1.8412
H -1.4300 2.8123 4.5370
H 0.5025 2.0866 5.9738
H 2.0644 0.4090 5.0205
H 3.0861 -0.4045 2.9614
H 2.0186 -1.1349 1.7545
H 1.9538 -1.6314 3.4376
H -2.5468 4.8848 0.3031
H -1.2651 5.9956 -1.5576
H 0.4905 4.6575 -2.6883
H 1.1208 2.5016 -3.3849
H 1.3702 1.1996 -2.2134
H 2.2169 2.7362 -2.0408
C -0.6862 -0.4526 -4.0889
C 0.1182 -1.5682 -4.2665
C 0.6744 -2.1871 -3.1522
C 0.4428 -1.6586 -1.8953
N -0.2627 -0.5090 -1.7497
C -0.8442 0.0574 -2.8136
C 0.6783 -2.3968 -0.6322
C 1.1584 -3.6914 -0.5685
C 1.0043 -4.4178 0.6073
C 0.3395 -3.8397 1.6784
C -0.0640 -2.5215 1.5768
N 0.1423 -1.8049 0.4656
H -1.1792 0.0271 -4.9235
H 0.2819 -1.9789 -5.2549
H 1.2399 -3.1008 -3.2703
H -1.4402 0.9402 -2.6277
H 1.6014 -4.1601 -1.4359
H 1.3628 -5.4377 0.6665
H 0.1483 -4.3916 2.5887
H -0.5517 -2.0113 2.3965
C 4.1796 1.2189 0.6209
S 3.0851 0.0019 -0.0910
C 3.7017 0.0424 -1.7657
O 1.7109 0.7579 -0.0629
H 4.2163 2.0995 -0.0178
H 5.1678 0.7633 0.7070
H 3.7987 1.4749 1.6052
H 4.6853 -0.4324 -1.7192
H 3.7966 1.0601 -2.1352
H 3.0521 -0.5583 -2.3981
*
```

Atomic partial charges in e from the Mulliken method, atoms 1 to 4:
1 Ir 1.574
2 C -0.943
3 C 0.962
4 C -1.017

2.
Here is a structure of composition C30H32N4O6ReSi from the Open Molecules 2025 dataset. Energies are from ωB97M-V/def2-TZVPD.

Properties
Calculated total energy: -59868.4385 eV
<S²>: 0.762
LUMO level (alpha / beta): -6.88 / -6.91 eV
Highest occupied orbital energy (alpha / beta): -13.849 / -13.910 eV
Energy relative to the best compared isomer or geometry (same formula, charge and spin): 11.74 kJ/mol
HOMO-LUMO gap (alpha / beta): 0.256 / 0.257 hartree

Structure (ORCA input):
```
! wB97M-V def2-TZVPD RIJCOSX def2/J DEFGRID3
* xyz 2 2
Re -0.3900 -0.7238 -0.5501
O -2.2329 -0.8448 -1.5031
C -2.5207 -0.8511 -2.7322
C -1.6041 -0.9731 -3.7876
C -2.0950 -0.8980 -5.1144
C -1.2337 -1.0786 -6.1462
C 0.1252 -1.3679 -5.9313
C 0.6172 -1.4657 -4.6583
C -0.2282 -1.2589 -3.5475
O 0.2650 -1.3821 -2.3501
N -1.7377 -0.9825 -7.5301
O -2.9149 -0.7346 -7.6687
O -0.9336 -1.1575 -8.4167
H -3.5825 -0.7634 -2.9743
H -3.1403 -0.6978 -5.3127
H 0.7635 -1.5158 -6.7918
H 1.6554 -1.7079 -4.4780
C -0.9015 -5.0242 0.3122
C -0.6427 -3.6027 0.6809
O -0.5301 -2.7644 -0.2508
N -0.5263 -3.2842 1.9616
C -0.2514 -1.9452 2.4746
C -1.4276 -1.0092 2.3450
C -2.3083 -0.8294 3.3935
C -3.3751 0.0475 3.2533
C -3.5092 0.7559 2.0708
C -2.5918 0.5386 1.0642
N -1.5827 -0.3435 1.1795
H -0.0982 -5.3624 -0.3420
H -1.8300 -5.0738 -0.2563
H -0.9675 -5.6792 1.1772
H -0.6290 -4.0332 2.6288
H 0.6205 -1.5288 1.9697
H 0.0031 -2.0514 3.5265
H -2.1557 -1.3705 4.3174
H -4.0791 0.1859 4.0632
H -4.3097 1.4660 1.9218
H -2.6543 1.0651 0.1215
C 3.8600 0.4583 1.1895
Si 3.0292 -0.4466 -0.1944
C 3.5500 0.1363 -1.8740
C 2.9963 -2.2929 -0.0143
N 1.2524 -0.0191 -0.1047
C 0.6584 1.2799 -0.2419
C 0.1988 1.6595 -1.5151
C -0.5833 2.8116 -1.6521
C -0.8204 3.5944 -0.5420
C -0.3255 3.2562 0.7244
C 0.3911 2.0913 0.8919
O 0.8651 1.6122 2.0579
C 0.7868 2.4432 3.1936
C -0.3741 2.4578 3.9424
C -0.4224 3.2495 5.0814
C 0.6818 4.0060 5.4503
C 1.8369 3.9739 4.6821
C 1.8973 3.1864 3.5395
H 4.9249 0.2153 1.2051
H 3.4397 0.1980 2.1619
H 3.7723 1.5383 1.0541
H 4.5953 -0.1254 -2.0537
H 3.4673 1.2213 -1.9652
H 2.9504 -0.3297 -2.6579
H 4.0001 -2.7048 -0.1374
H 2.3580 -2.7430 -0.7783
H 2.6442 -2.6011 0.9735
H 0.5582 1.1262 -2.3866
H -0.9357 3.1145 -2.6279
H -1.3868 4.5106 -0.6467
H -0.5167 3.8997 1.5722
H -1.2240 1.8640 3.6305
H -1.3222 3.2764 5.6813
H 0.6420 4.6213 6.3384
H 2.6975 4.5613 4.9714
H 2.7912 3.1459 2.9313
*
```

Atomic partial charges in e from the Mulliken method, atoms 1 to 4:
1 Re 1.645
2 O -0.872
3 C -0.446
4 C 0.987

Question: The lowest calculated total energy belongs to which entry?
Answer: C30H32IrN5OSSb

Question: Look up the <S²> of the second one.
Answer: 0.762

What did the second record say?
Here is a structure of composition C30H32N4O6ReSi from the Open Molecules 2025 dataset. Energies are from ωB97M-V/def2-TZVPD.

Properties
Calculated total energy: -59868.4385 eV
<S²>: 0.762
LUMO level (alpha / beta): -6.88 / -6.91 eV
Highest occupied orbital energy (alpha / beta): -13.849 / -13.910 eV
Energy relative to the best compared isomer or geometry (same formula, charge and spin): 11.74 kJ/mol
HOMO-LUMO gap (alpha / beta): 0.256 / 0.257 hartree

Structure (ORCA input):
```
! wB97M-V def2-TZVPD RIJCOSX def2/J DEFGRID3
* xyz 2 2
Re -0.3900 -0.7238 -0.5501
O -2.2329 -0.8448 -1.5031
C -2.5207 -0.8511 -2.7322
C -1.6041 -0.9731 -3.7876
C -2.0950 -0.8980 -5.1144
C -1.2337 -1.0786 -6.1462
C 0.1252 -1.3679 -5.9313
C 0.6172 -1.4657 -4.6583
C -0.2282 -1.2589 -3.5475
O 0.2650 -1.3821 -2.3501
N -1.7377 -0.9825 -7.5301
O -2.9149 -0.7346 -7.6687
O -0.9336 -1.1575 -8.4167
H -3.5825 -0.7634 -2.9743
H -3.1403 -0.6978 -5.3127
H 0.7635 -1.5158 -6.7918
H 1.6554 -1.7079 -4.4780
C -0.9015 -5.0242 0.3122
C -0.6427 -3.6027 0.6809
O -0.5301 -2.7644 -0.2508
N -0.5263 -3.2842 1.9616
C -0.2514 -1.9452 2.4746
C -1.4276 -1.0092 2.3450
C -2.3083 -0.8294 3.3935
C -3.3751 0.0475 3.2533
C -3.5092 0.7559 2.0708
C -2.5918 0.5386 1.0642
N -1.5827 -0.3435 1.1795
H -0.0982 -5.3624 -0.3420
H -1.8300 -5.0738 -0.2563
H -0.9675 -5.6792 1.1772
H -0.6290 -4.0332 2.6288
H 0.6205 -1.5288 1.9697
H 0.0031 -2.0514 3.5265
H -2.1557 -1.3705 4.3174
H -4.0791 0.1859 4.0632
H -4.3097 1.4660 1.9218
H -2.6543 1.0651 0.1215
C 3.8600 0.4583 1.1895
Si 3.0292 -0.4466 -0.1944
C 3.5500 0.1363 -1.8740
C 2.9963 -2.2929 -0.0143
N 1.2524 -0.0191 -0.1047
C 0.6584 1.2799 -0.2419
C 0.1988 1.6595 -1.5151
C -0.5833 2.8116 -1.6521
C -0.8204 3.5944 -0.5420
C -0.3255 3.2562 0.7244
C 0.3911 2.0913 0.8919
O 0.8651 1.6122 2.0579
C 0.7868 2.4432 3.1936
C -0.3741 2.4578 3.9424
C -0.4224 3.2495 5.0814
C 0.6818 4.0060 5.4503
C 1.8369 3.9739 4.6821
C 1.8973 3.1864 3.5395
H 4.9249 0.2153 1.2051
H 3.4397 0.1980 2.1619
H 3.7723 1.5383 1.0541
H 4.5953 -0.1254 -2.0537
H 3.4673 1.2213 -1.9652
H 2.9504 -0.3297 -2.6579
H 4.0001 -2.7048 -0.1374
H 2.3580 -2.7430 -0.7783
H 2.6442 -2.6011 0.9735
H 0.5582 1.1262 -2.3866
H -0.9357 3.1145 -2.6279
H -1.3868 4.5106 -0.6467
H -0.5167 3.8997 1.5722
H -1.2240 1.8640 3.6305
H -1.3222 3.2764 5.6813
H 0.6420 4.6213 6.3384
H 2.6975 4.5613 4.9714
H 2.7912 3.1459 2.9313
*
```

Atomic partial charges in e from the Mulliken method, atoms 1 to 4:
1 Re 1.645
2 O -0.872
3 C -0.446
4 C 0.987